Entry 1:
ORCA calculation (ωB97M-V with the def2-TZVPD basis set) on a structure of composition C19H40OP2Pt at a distorted geometry.

As for the HOMO energy (alpha / beta): -11.472 / -15.312 eV. As for the spin multiplicity: 5. The value obtained for the HOMO-LUMO gap (alpha / beta) is 0.228 / 0.219 hartree. As for the total charge: +2. For the total energy, the calculation gives -44201.6101 eV.

Each line ends with the Mulliken spin population.
Cartesian coordinates (Å):
1 P -3.26318 -2.28123 -0.25809  0.3456
2 P -1.31215 -3.24070 1.91245  0.3236
3 C -3.59188 -3.98802 0.45054  0.0154
4 C -2.96838 -4.12265 1.83805  0.0136
5 H -3.18451 -4.72337 -0.26298  -0.0042
6 H -4.68044 -4.12862 0.50167  0.0136
7 H -3.60724 -3.68544 2.62330  -0.0055
8 H -2.80342 -5.18051 2.08337  0.0092
9 C -0.30871 -4.68371 1.34632  0.0332
10 H 0.75049 -4.48697 1.55761  -0.0029
11 H -0.44371 -4.82312 0.26537  -0.0005
12 H -0.62838 -5.59095 1.87891  0.0139
13 C -1.10996 -3.45340 3.72651  0.0611
14 H -1.22921 -4.51484 3.99151  0.0173
15 H -1.87867 -2.85454 4.23477  -0.0020
16 H -0.11310 -3.10127 4.02044  -0.0007
17 C -3.96320 -2.65912 -1.91127  0.0640
18 H -4.00830 -1.73809 -2.50548  -0.0017
19 H -4.97128 -3.08420 -1.79815  0.0191
20 H -3.30901 -3.38712 -2.40969  -0.0002
21 C -4.73846 -1.48199 0.51054  0.0443
22 H -4.56443 -1.34372 1.58617  -0.0010
23 H -5.62372 -2.11636 0.35775  0.0142
24 H -4.89956 -0.50309 0.04071  -0.0022
25 Pt 1.10356 2.03387 -0.85349  0.9467
26 C 1.35483 0.97667 1.09396  0.2666
27 C 1.91416 0.20596 0.05126  -0.0011
28 C 1.31374 -1.01981 -0.58740  0.0676
29 C 0.37871 -0.75527 -1.81076  -0.0438
30 C -0.28120 0.59833 -1.81585  0.4207
31 C -0.91673 1.22287 -0.69980  -0.1108
32 C -1.14686 0.57970 0.66165  0.0944
33 C -0.00917 0.79506 1.69642  -0.0062
34 C 0.54211 3.56551 -2.02697  0.3544
35 H 2.06848 1.55494 1.69719  0.0219
36 H 3.00398 0.28560 -0.03565  -0.0068
37 H 0.80919 -1.65298 0.16112  -0.0017
38 H 2.15399 -1.62812 -0.95050  0.0057
39 H 0.99135 -0.81613 -2.72066  0.0032
40 H -0.35955 -1.56482 -1.90495  0.0299
41 H -0.59671 0.97492 -2.79988  -0.0040
42 H -1.63798 2.00555 -0.98252  -0.0176
43 H -1.36625 -0.49462 0.54813  -0.0066
44 H -2.06180 1.02092 1.08271  -0.0064
45 H -0.23094 1.69835 2.28428  -0.0096
46 H -0.02101 -0.02048 2.43672  0.0187
47 H 0.71461 4.46941 -1.42687  0.0273
48 H -0.51115 3.48218 -2.32731  0.0031
49 H 1.19733 3.57972 -2.90928  0.0077
50 C 5.31677 3.48702 -0.64996  0.0281
51 C 3.85461 3.93656 -0.78938  -0.0474
52 C 3.57372 4.99953 0.25724  0.1395
53 C 3.68555 4.60784 -2.15362  0.0307
54 O 3.08388 2.77398 -0.55414  0.8287
55 H 6.00328 4.33483 -0.78306  0.0024
56 H 5.54029 2.71678 -1.40205  -0.0060
57 H 5.47080 3.07172 0.35142  0.0015
58 H 4.23884 5.86170 0.11607  0.0076
59 H 2.53463 5.33935 0.18650  -0.0031
60 H 3.75924 4.59456 1.25874  -0.0005
61 H 3.80308 3.88051 -2.97021  -0.0026
62 H 2.71058 5.09410 -2.23806  0.0011
63 H 4.46845 5.37722 -2.27137  -0.0004

Entry 2:
ORCA calculation (ωB97M-V with the def2-TZVPD basis set) on an isolated molecule of C5H6S at a distorted geometry.

As for the HOMO energy: -8.949 eV. The value obtained for the HOMO-LUMO gap is 0.365 hartree. For the total energy, the calculation gives -16114.2938 eV.

Each line ends with the Löwdin charge.
Cartesian coordinates (Å):
1 C -1.88436 -0.60445 0.10037  -0.0850
2 C -0.67158 0.23573 -0.55585  -0.5231
3 C 0.53383 0.46717 0.46790  -0.6451
4 C 1.88284 0.28588 0.07037  -0.1963
5 C 3.02530 0.01419 -0.17232  0.1221
6 H -1.57959 -1.06967 1.01660  0.0528
7 H -2.65814 0.09584 0.19654  0.0301
8 H -2.25657 -1.35956 -0.69969  0.0999
9 H -0.47554 -0.02689 -1.62328  0.1086
10 H 0.31710 0.20456 1.57488  0.1394
11 H 4.06025 -0.14840 -0.33727  0.0242
12 S -0.29353 1.90559 -0.03826  0.8724

Entry 3:
ORCA calculation (ωB97M-V with the def2-TZVPD basis set) on an isolated molecule of C4H12ClNSi at a distorted geometry.

As for the HOMO energy: -8.324 eV. The value obtained for the HOMO-LUMO gap is 0.338 hartree. For the total energy, the calculation gives -26232.8160 eV.

Each line ends with the Löwdin charge.
Cartesian coordinates (Å):
1 C -1.54245 -1.63057 -1.65243  -0.1775
2 C 0.36767 0.15844 2.10148  -0.1806
3 C 0.45777 2.28224 0.97912  -0.2423
4 C -0.12525 -1.71183 -1.02960  -0.3748
5 N 0.19780 0.90673 0.89231  -0.3537
6 Si 0.73804 -0.01343 -0.86184  0.3471
7 Cl 0.25518 1.34967 -2.34477  0.2772
8 H -1.88972 -2.63098 -1.89543  0.0690
9 H -2.16869 -0.95891 -1.02934  0.0837
10 H -1.49567 -1.07311 -2.53668  0.0111
11 H 1.20513 0.46395 2.71251  0.0629
12 H -0.66547 0.34250 2.51172  0.0984
13 H 0.52364 -0.96453 1.80266  0.0842
14 H 0.58621 2.75655 0.05032  0.0111
15 H -0.38550 2.81727 1.31576  0.0587
16 H 1.42046 2.63138 1.58474  0.1232
17 H 0.50782 -2.46277 -1.52829  0.0643
18 H -0.22394 -2.01675 0.08927  0.0737
19 H 2.23700 -0.24582 -1.16152  -0.0356

Entry 4:
ORCA calculation (ωB97M-V with the def2-TZVPD basis set) on an isolated molecule of C4H6O2 at a distorted geometry.

As for the HOMO energy: -8.811 eV. The value obtained for the HOMO-LUMO gap is 0.360 hartree. For the total energy, the calculation gives -8336.8772 eV.

Each line ends with the Löwdin charge.
Cartesian coordinates (Å):
1 C 0.74095 -1.14791 0.20382  -0.2543
2 C -1.25302 -0.15263 -0.17787  -0.2205
3 C -0.32422 1.02850 0.07781  -0.0802
4 C 0.98655 0.94342 -0.29571  -0.2116
5 H 1.25821 -2.14335 -0.05697  0.1706
6 H 0.55169 -0.98368 1.32356  0.1730
7 H -1.69753 -0.39719 0.73068  0.1022
8 H -1.92096 -0.02105 -0.91983  0.0975
9 H -0.97061 2.04997 0.13543  0.1454
10 H 1.30376 2.08781 -0.21796  0.1571
11 O -0.35691 -1.10199 -0.50636  -0.0710
12 O 1.68209 -0.16191 -0.29661  -0.0081